1.
Density functional theory data (the ωB97M-V functional and the def2-TZVPD basis) for 10 unconnected molecules or ions with the total composition C86H62N6O8 in a non-equilibrium geometry.

Last column: Mulliken charge in e.
Geometry (Å):
N (-0.0162, -1.0711, -4.7098)  1.129
C (0.3044, -2.4149, -4.8598)  -0.289
C (0.7041, -2.9303, -6.0512)  -0.608
C (0.9202, -2.0005, -7.1177)  -0.906
C (0.7670, -0.6370, -6.9469)  -1.233
C (0.1897, -0.1804, -5.7660)  -0.478
H (0.2692, -3.0934, -4.0202)  0.297
H (1.0584, -3.9504, -6.0651)  0.676
H (1.4739, -2.4134, -7.9480)  0.499
H (0.8917, 0.0877, -7.7379)  0.540
H (0.0036, 0.8827, -5.7263)  0.436
N (2.8235, -4.4575, -2.8763)  -0.587
C (2.2848, -3.9341, -1.7210)  -0.808
C (2.3509, -2.6021, -1.3549)  -0.222
C (3.2556, -1.8962, -2.1451)  -0.098
C (3.8462, -2.3492, -3.3235)  -0.045
C (3.6060, -3.6596, -3.6833)  -0.700
H (1.8412, -4.6636, -1.0596)  0.407
H (1.8187, -2.1939, -0.5084)  0.808
H (3.4615, -0.8578, -1.9310)  0.454
H (4.5972, -1.7662, -3.8361)  0.359
H (4.1075, -4.1235, -4.5197)  0.412
N (3.2438, -1.8918, 5.3298)  -0.554
C (2.2028, -2.1474, 6.1123)  -0.433
C (0.9385, -2.5273, 5.6442)  -0.392
C (0.8513, -2.6901, 4.2413)  0.708
C (1.9124, -2.4058, 3.3501)  -0.566
C (3.1729, -2.0234, 3.9624)  -0.535
H (2.3171, -1.9636, 7.1704)  0.368
H (0.0975, -2.6659, 6.3075)  0.476
H (-0.0988, -2.7520, 3.7317)  -0.052
H (1.7560, -2.3911, 2.2816)  0.622
H (4.0469, -1.7322, 3.3987)  0.432
N (2.4642, 2.6799, 6.1687)  -0.636
C (2.8733, 1.8796, 5.1140)  -0.616
C (1.8650, 1.2667, 4.3008)  0.094
C (0.5330, 1.5452, 4.6263)  0.507
C (0.1596, 2.3667, 5.6961)  -0.646
C (1.2152, 2.8863, 6.4637)  -0.510
H (3.8324, 1.4468, 4.8709)  0.379
H (2.0860, 0.5384, 3.5346)  0.477
H (-0.2412, 1.2657, 3.9271)  0.089
H (-0.9047, 2.4415, 5.8636)  0.441
H (1.0711, 3.0847, 7.5154)  0.401
N (-1.8081, 8.6072, 3.0978)  -0.613
C (-0.6851, 9.2324, 2.6004)  -0.341
C (0.5421, 8.5323, 2.5598)  -0.300
C (0.6219, 7.1743, 3.0416)  -0.349
C (-0.5188, 6.6313, 3.5658)  -0.062
C (-1.7395, 7.3946, 3.6475)  -0.364
H (-0.7783, 10.2791, 2.3515)  0.390
H (1.4475, 8.9547, 2.1496)  0.382
H (1.5920, 6.6996, 3.0435)  0.392
H (-0.2856, 5.6422, 3.9315)  0.496
H (-2.5701, 7.0297, 4.2333)  0.404
N (-2.4197, 2.5687, 3.1682)  0.360
C (-3.0769, 2.1053, 2.1536)  0.069
C (-4.4098, 2.1359, 1.8667)  -1.549
C (-5.2107, 2.6860, 2.8076)  -0.124
C (-4.6216, 3.1244, 3.9955)  -1.154
C (-3.2601, 3.1493, 4.1077)  -0.294
H (-2.4547, 1.6663, 1.3877)  0.815
H (-4.8930, 1.7779, 0.9696)  0.439
H (-6.2573, 2.9449, 2.7445)  0.431
H (-5.2766, 3.6656, 4.6621)  0.453
H (-2.8441, 3.7046, 4.9353)  0.444
C (-1.8500, -3.2785, -8.1268)  -0.653
C (-1.7027, -4.4556, -7.3304)  -0.798
C (-2.0382, -4.3876, -5.9451)  -0.433
C (-2.6099, -3.1828, -5.4109)  0.656
C (-2.7493, -2.0668, -6.2487)  0.566
C (-2.3441, -2.0784, -7.5355)  -0.812
C (-3.2653, -0.7653, -5.7582)  0.500
O (-3.1271, 0.2792, -6.4173)  -0.707
C (-3.8577, -0.7752, -4.3328)  0.381
C (-4.5078, 0.3186, -3.7769)  -0.178
C (-4.9819, 0.3837, -2.4403)  -0.598
C (-5.0521, -0.7951, -1.7912)  -0.936
C (-4.3604, -1.9074, -2.2887)  0.073
C (-3.8177, -1.9880, -3.5118)  -0.149
C (-3.2473, -3.2828, -3.9572)  0.255
O (-3.1659, -4.3066, -3.2403)  -0.680
H (-1.7566, -3.3933, -9.1966)  0.464
H (-1.2520, -5.3491, -7.7364)  0.431
H (-1.7817, -5.2430, -5.3377)  0.432
H (-2.5317, -1.2783, -8.2363)  0.506
H (-4.6435, 1.2371, -4.3286)  0.438
H (-5.4372, 1.3153, -2.1381)  0.541
H (-5.3459, -0.7312, -0.7539)  0.373
H (-4.2722, -2.6618, -1.5210)  0.431
C (-3.4560, -1.8958, 2.4876)  -0.600
C (-4.2415, -1.0479, 3.3484)  -0.466
C (-4.3386, -1.4833, 4.6776)  -1.003
C (-3.8289, -2.7547, 5.0377)  0.218
C (-2.9238, -3.5064, 4.2088)  0.141
C (-2.7274, -2.9354, 2.9469)  -0.356
C (-2.1867, -4.6563, 4.7053)  0.574
O (-1.3192, -5.1778, 3.9688)  -0.705
C (-2.5785, -5.1838, 6.0453)  0.379
C (-2.1840, -6.4811, 6.4522)  -0.603
C (-2.3545, -7.0038, 7.6716)  -0.658
C (-2.9287, -6.1859, 8.6480)  -0.376
C (-3.5486, -5.0274, 8.2786)  -0.687
C (-3.3945, -4.5352, 6.9363)  0.388
C (-4.0032, -3.2317, 6.5157)  0.478
O (-4.7324, -2.5147, 7.3008)  -0.709
H (-3.4217, -1.4880, 1.4881)  0.498
H (-4.6592, -0.1275, 2.9680)  0.559
H (-4.8936, -0.8759, 5.3772)  0.519
H (-2.2152, -3.5068, 2.1869)  0.797
H (-1.7373, -7.0536, 5.6528)  0.438
H (-1.9614, -8.0093, 7.6992)  0.373
H (-3.0056, -6.3830, 9.7071)  0.373
H (-4.1023, -4.5299, 9.0611)  0.449
C (-0.6452, -1.5820, 0.3636)  -0.326
C (-1.1566, -1.7209, -0.9618)  -0.356
C (-1.1993, -0.6008, -1.7371)  -0.533
C (-0.9017, 0.7540, -1.1599)  0.899
C (-0.3797, 0.8294, 0.1239)  0.087
C (-0.3408, -0.3404, 0.8648)  0.021
C (0.0358, 2.1514, 0.6678)  0.206
O (0.7844, 2.1583, 1.6585)  -0.649
C (-0.4791, 3.4164, -0.0434)  0.787
C (-0.3411, 4.6968, 0.4726)  -0.413
C (-0.6796, 5.8160, -0.2766)  -0.347
C (-1.2063, 5.7298, -1.5832)  -0.915
C (-1.4375, 4.4142, -2.1567)  -0.598
C (-0.9590, 3.3288, -1.4228)  -0.393
C (-1.1734, 1.9308, -1.9792)  0.375
O (-1.2116, 1.8443, -3.2268)  -0.613
H (-0.6701, -2.4635, 0.9872)  0.265
H (-1.4311, -2.7307, -1.2289)  0.695
H (-1.4724, -0.7006, -2.7772)  0.385
H (0.0210, -0.1244, 1.8592)  -0.259
H (0.0786, 4.8771, 1.4513)  0.336
H (-0.5542, 6.6927, 0.3415)  0.283
H (-1.4666, 6.6395, -2.1038)  0.444
H (-2.0600, 4.4911, -3.0359)  0.523
C (2.4391, 1.4674, -3.4624)  0.104
C (2.6846, 2.2964, -2.3367)  -0.676
C (4.0361, 2.4558, -1.8659)  -1.125
C (5.0568, 1.9486, -2.6651)  0.283
C (4.7893, 1.1714, -3.8545)  0.538
C (3.4775, 0.9143, -4.2360)  -0.857
C (5.8604, 0.6214, -4.7876)  0.338
O (5.6115, 0.1189, -5.8819)  -0.638
C (7.2986, 0.8688, -4.2954)  0.482
C (8.3601, 0.2322, -4.9888)  -0.479
C (9.6396, 0.3794, -4.6213)  -0.602
C (9.9140, 1.0733, -3.5111)  -0.379
C (8.9560, 1.8416, -2.8506)  -0.687
C (7.5772, 1.6388, -3.0973)  0.362
C (6.4454, 2.2484, -2.3170)  0.487
O (6.7279, 3.0834, -1.4843)  -0.647
H (1.4175, 1.4487, -3.8124)  0.076
H (1.7696, 2.7039, -1.9330)  0.652
H (4.2630, 3.0383, -0.9851)  0.572
H (3.1306, 0.1788, -4.9467)  0.591
H (8.1335, -0.5277, -5.7220)  0.375
H (10.5275, -0.0844, -5.0249)  0.369
H (10.9163, 1.1761, -3.1223)  0.361
H (9.2074, 2.4949, -2.0281)  0.446

Values from the calculation:
SMILES = O=C1c2ccccc2C(=O)c2ccccc21.O=C1c2ccccc2C(=O)c2ccccc21.O=C1c2ccccc2C(=O)c2ccccc21.O=C1c2ccccc2C(=O)c2ccccc21.c1ccncc1.c1ccncc1.c1ccncc1.c1ccncc1.c1ccncc1.c1ccncc1
Largest force on an atom = 5.03 eV/Å
Highest occupied orbital energy = -0.324 hartree
Charge = 0
LUMO energy = -1.56 eV

2.
Density functional theory data (the ωB97M-V functional and the def2-TZVPD basis) for C4H5P in the gas phase in a non-equilibrium geometry.

Last column: Mulliken charge in e.
Geometry (Å):
C (0.8466, -0.3618, 0.0374)  0.207
C (-1.7732, -0.3491, 0.0209)  -0.776
C (-0.1587, -1.1531, -0.0083)  -0.017
C (1.1532, 1.1088, 0.1082)  -0.955
P (2.6047, -0.1357, 0.0193)  -0.044
H (-2.6592, -0.9078, 0.2801)  0.326
H (-1.6658, 0.6319, -0.2137)  0.352
H (-0.2281, -2.1969, -0.4354)  0.314
H (0.7541, 1.5832, -0.7442)  0.308
H (1.1265, 1.7804, 0.9356)  0.285

Values from the calculation:
SMILES = C=CC1=PC1
Largest force on an atom = 8.08 eV/Å
Highest occupied orbital energy (spin up / spin down) = -0.314 / -0.299 hartree
Charge = 0
ΔE to the lowest compared entry with this formula, charge and spin = 390.9 kJ/mol
LUMO energy (spin up / spin down) = -1.05 / 0.01 eV

3.
Density functional theory data (the ωB97M-V functional and the def2-TZVPD basis) for a molecular structure, C20H53BIN2NbO7P in a non-equilibrium geometry.

Last column: Mulliken charge in e.
Geometry (Å):
C (3.5522, -2.7477, -0.6314)  -1.419
C (2.5027, -1.8716, 0.0011)  0.208
O (1.4709, -1.6253, -0.9074)  -0.416
C (0.5133, -0.6745, -0.3969)  -0.762
Nb (1.1397, 1.4061, -1.0397)  -0.822
C (-0.8500, 2.3620, -0.4569)  -0.996
C (-2.1265, 1.5632, -0.8427)  0.127
C (-3.1805, 1.5190, 0.2824)  -0.476
C (-4.5805, 1.9660, -0.1739)  -0.654
C (-5.6713, 1.0545, 0.4018)  -0.871
N (-5.7946, -0.1486, -0.4273)  -0.376
C (2.0521, 2.2173, 0.8933)  -1.244
C (1.9434, 1.3548, 2.1402)  -0.022
C (3.0104, 1.7771, 3.1671)  -1.288
I (0.0323, 1.5364, 3.1568)  -0.045
B (0.4755, 0.9076, -3.2071)  0.593
O (1.3676, 0.1854, -3.9976)  -0.487
O (-0.7590, 1.1466, -3.8159)  -0.324
C (-1.1125, 2.5031, -4.0402)  -0.511
P (1.9700, 3.6450, -2.0967)  0.612
N (3.4993, 3.7498, -1.6811)  -0.801
O (1.8923, 3.7605, -3.7412)  -0.490
O (1.1909, 4.9842, -1.5167)  -0.562
H (3.0774, -3.4552, -1.3011)  0.348
H (4.0842, -3.2869, 0.1433)  0.360
H (4.2715, -2.1431, -1.1608)  0.299
H (2.1278, -2.2829, 0.9453)  0.323
H (2.9848, -0.9185, 0.2459)  0.034
H (0.3441, -0.7996, 0.6770)  0.430
H (-0.4188, -0.9702, -0.8733)  0.396
H (2.8144, 0.7697, -1.4314)  0.095
H (-0.8736, 3.3051, -1.0009)  0.380
H (-0.8962, 2.6394, 0.5897)  0.292
H (-1.9338, 0.5653, -1.2188)  0.229
H (-2.5994, 2.0944, -1.6577)  0.056
H (-3.2587, 0.5027, 0.6562)  0.249
H (-2.8910, 2.1796, 1.0889)  0.335
H (-4.6675, 1.8736, -1.2462)  0.383
H (-4.7514, 2.9935, 0.1287)  0.370
H (-5.4129, 0.7910, 1.4190)  0.364
H (-6.6025, 1.6215, 0.4153)  0.411
H (-5.8022, -0.9896, 0.1319)  0.171
H (-6.6380, -0.1170, -0.9793)  0.163
H (3.1068, 2.4082, 0.7255)  0.836
H (1.6050, 3.1857, 1.1157)  0.603
H (2.0954, 0.2981, 1.9733)  0.253
H (2.9935, 2.8527, 3.2581)  0.381
H (2.7735, 1.2836, 4.1000)  0.525
H (3.9578, 1.3929, 2.8048)  0.145
H (0.8409, -0.5059, -4.4415)  0.268
H (-0.7127, 2.8369, -4.9912)  0.294
H (-2.1959, 2.5517, -4.1083)  0.191
H (-0.8061, 3.1482, -3.2271)  0.071
H (3.6821, 4.5843, -1.1301)  0.166
H (2.3549, 2.9853, -4.0970)  0.328
H (1.6405, 5.2223, -0.6906)  0.290
C (7.5822, -1.3500, 4.5570)  -1.081
C (7.3241, -1.4875, 3.0652)  -0.352
O (6.5787, -0.4255, 2.5087)  -0.310
C (7.1491, 0.8664, 2.6128)  -0.259
C (8.5019, 1.0028, 1.9353)  -1.241
H (6.6398, -1.2620, 5.0990)  0.282
H (8.1197, -2.2239, 4.9277)  0.403
H (8.1811, -0.4683, 4.7893)  0.265
H (6.7306, -2.3839, 2.8835)  0.302
H (8.2671, -1.6215, 2.5216)  0.339
H (7.2078, 1.1724, 3.6643)  0.348
H (6.4391, 1.5399, 2.1339)  0.302
H (9.2551, 0.3534, 2.3853)  0.291
H (8.8577, 2.0305, 2.0144)  0.392
H (8.4250, 0.7408, 0.8796)  0.318
C (-8.5539, -5.1806, 0.2753)  -1.052
C (-8.2872, -3.7209, -0.0530)  -0.366
O (-6.9176, -3.4022, -0.1905)  -0.391
C (-6.2065, -4.0862, -1.2078)  -0.341
C (-6.7536, -3.8563, -2.6056)  -1.040
H (-8.0352, -5.4653, 1.1914)  0.292
H (-9.6233, -5.3453, 0.4124)  0.382
H (-8.2142, -5.8471, -0.5184)  0.269
H (-8.6498, -3.0960, 0.7637)  0.330
H (-8.8432, -3.4194, -0.9485)  0.324
H (-6.1541, -5.1576, -0.9823)  0.308
H (-5.1872, -3.7057, -1.1539)  0.357
H (-7.7740, -4.2278, -2.7148)  0.272
H (-6.1320, -4.3701, -3.3390)  0.388
H (-6.7593, -2.7911, -2.8399)  0.259

Values from the calculation:
Largest force on an atom = 3.05 eV/Å
Highest occupied orbital energy = -0.147 hartree
Charge = -1
LUMO energy = 2.28 eV

4.
Density functional theory data (the ωB97M-V functional and the def2-TZVPD basis) for a molecular structure, CHF4OPb in a non-equilibrium geometry.

Last column: Mulliken charge in e.
Geometry (Å):
C (0.8836, -0.0688, -0.2385)  0.903
F (0.4092, -0.9454, -1.1058)  -0.202
F (1.9129, 0.5189, -0.8162)  -0.185
F (1.3269, -0.5390, 0.9064)  -0.174
F (-2.1697, -1.6858, 0.7715)  -0.478
Pb (-2.2084, 0.1301, 0.2956)  1.199
O (-0.2197, 0.8437, -0.0144)  -0.430
H (0.0653, 1.7463, 0.2014)  0.368

Values from the calculation:
Largest force on an atom = 5.06 eV/Å
Highest occupied orbital energy = -0.613 hartree
Charge = +1
LUMO energy = -5.89 eV